1.
Molecular formula: C24H30Br4N2O2Se2Si2TaTe
Method: DFT, ωB97M-V/def2-TZVPD

* Kohn-Sham gap: 5.53 eV
* E_LUMO: -0.3807 hartree
* charge: +3

```
68
Properties=species:S:1:pos:R:3:forces:R:3
Ta 0.19050 -0.78074 -0.61285 -0.14 1.03 0.09
Se 2.06479 -2.59422 0.24019 0.11 0.16 0.02
Se 1.32945 -2.83030 2.43136 0.01 -0.12 0.06
C 0.63127 -1.06957 2.66353 0.07 -0.08 0.15
C 0.57149 -0.65724 3.98577 0.01 -0.04 -0.04
C 0.06800 0.59593 4.28481 0.03 -0.09 0.20
C -0.31905 1.41818 3.24293 -0.04 0.09 -0.17
C -0.23049 0.94241 1.95646 -0.02 0.17 0.00
N 0.21571 -0.30000 1.64325 0.04 0.04 -0.36
C 3.05055 -0.90455 0.28971 -0.23 -0.24 -0.05
C 4.32651 -0.73962 0.76758 0.01 0.00 0.01
C 4.87246 0.54222 0.69730 -0.01 -0.02 0.00
C 4.12306 1.57472 0.15228 0.02 -0.02 0.00
C 2.84818 1.31167 -0.31768 0.00 0.05 -0.04
N 2.30918 0.08442 -0.25280 0.14 -0.22 0.11
H 0.92828 -1.31268 4.76960 -0.01 0.00 0.02
H -0.00313 0.92868 5.31228 0.02 -0.02 0.01
H -0.69650 2.41556 3.41733 0.00 0.00 -0.02
H -0.54885 1.56603 1.13481 -0.02 0.01 0.03
H 4.88161 -1.57090 1.18126 0.00 0.00 0.00
H 5.87540 0.72166 1.06338 0.00 0.02 0.00
H 4.52000 2.57827 0.08469 0.00 0.00 0.00
H 2.23854 2.09614 -0.74918 -0.01 -0.01 0.00
Br -6.67520 0.09955 -0.22522 -0.05 0.01 0.01
C -4.97933 -0.64010 -0.44564 0.04 0.02 0.00
C -4.82943 -2.00046 -0.79477 0.00 0.00 -0.01
Br -6.32945 -3.07754 -1.04743 -0.03 -0.02 0.00
C -3.55911 -2.56058 -0.96054 0.08 -0.12 -0.01
Br -3.24534 -4.34203 -1.43286 -0.03 0.07 0.02
C -2.47350 -1.73029 -0.76784 0.18 -0.30 -0.05
O -1.13738 -2.07498 -0.89608 -0.41 -0.22 -0.05
C -2.61754 -0.39163 -0.44528 -0.18 -0.22 0.09
O -1.41918 0.23762 -0.37289 0.37 0.08 -0.08
C -3.86122 0.17883 -0.26706 0.03 0.06 0.00
Br -3.93512 1.99387 0.18737 -0.01 0.00 -0.02
C 3.42064 -1.58338 -5.05571 0.00 0.00 -0.07
Si 1.65219 -1.27456 -4.61349 0.06 0.09 -0.07
C 1.32073 -1.96504 -2.85049 0.02 -0.12 0.01
C 0.46043 -1.98462 -5.83760 0.00 -0.05 0.02
C 1.42368 0.59081 -4.29249 -0.09 -0.02 0.04
Te 0.03918 1.16155 -2.77287 0.09 -0.05 -0.01
C -1.73608 0.42373 -3.67346 -0.07 0.08 -0.06
Si -2.57196 1.70478 -4.87813 0.12 -0.01 0.03
C -3.15724 3.09225 -3.78888 -0.03 -0.02 0.00
C -1.29830 2.28126 -6.11158 -0.01 -0.03 0.03
C -3.95620 0.74902 -5.65128 -0.05 -0.04 0.00
H 3.60952 -2.65097 -5.18700 0.00 0.00 0.02
H 4.12570 -1.19887 -4.31640 -0.01 0.01 0.01
H 3.64961 -1.10239 -6.01034 0.02 0.00 0.01
H 1.69581 -2.97329 -2.68138 -0.03 -0.01 0.02
H 0.22669 -1.97069 -2.74351 0.00 0.04 0.05
H 1.88941 -1.24658 -2.23540 -0.01 0.03 -0.01
H 0.73643 -3.02331 -6.03786 -0.02 0.01 0.00
H 0.53396 -1.45156 -6.78853 0.00 0.01 0.01
H -0.58505 -1.97932 -5.52738 0.01 0.02 0.01
H 1.07100 1.14698 -5.16363 0.01 -0.05 -0.04
H 2.38405 1.02948 -4.00991 -0.04 0.04 0.07
H -2.44178 0.23659 -2.86058 0.05 -0.01 0.02
H -1.47542 -0.52548 -4.14089 -0.01 0.00 -0.03
H -2.35003 3.59454 -3.24992 0.02 -0.01 0.00
H -3.88907 2.73784 -3.05887 0.00 0.03 0.00
H -3.64913 3.85337 -4.39899 -0.01 0.00 0.01
H -0.48897 2.85873 -5.65537 0.01 0.00 0.00
H -1.77812 2.95058 -6.82972 0.00 -0.01 0.00
H -0.87219 1.45440 -6.68501 0.01 0.01 -0.01
H -4.64503 0.36786 -4.89391 -0.01 -0.01 -0.02
H -3.60002 -0.09354 -6.24690 0.01 0.00 0.01
H -4.53239 1.39551 -6.31722 0.01 0.01 0.01
```
Forces are in eV/Å.

natural (NBO) atomic charge list, values in e, 5 entries: atom 1 (Ta): 1.9731, atom 2 (Se): 0.3740, atom 3 (Se): 0.4065, atom 4 (C): 0.0468, atom 5 (C): -0.2509


2.
Molecular formula: C15H39N5O12P3S
Method: DFT, ωB97M-V/def2-TZVPD

* Kohn-Sham gap: 8.05 eV
* E_LUMO: -0.1408 hartree
* charge: +1

```
75
Properties=species:S:1:pos:R:3:forces:R:3
C 0.24901 1.44935 -0.15107 1.20 -1.28 -0.42
S 0.18893 2.68117 -1.40024 -1.58 2.87 1.88
O 1.14037 3.71372 -1.16140 1.29 -0.97 -0.38
O -1.14534 3.18065 -1.45365 -0.53 -0.83 -0.83
N 0.45946 2.00611 -2.96634 0.20 -0.66 -0.27
C 1.20351 0.94680 -3.26909 0.69 -0.71 0.65
N 1.86504 0.17344 -2.37720 -0.38 0.19 -0.19
C 2.43764 -0.78554 -3.08295 0.80 0.45 0.70
P 3.38840 -2.09674 -2.18942 -1.04 -2.19 0.33
N 2.60723 -3.42923 -2.23920 -0.27 0.81 -0.82
O 3.55433 -1.58617 -0.70717 0.52 0.86 -0.89
O 4.83231 -2.17271 -2.81222 0.04 0.81 0.23
N 2.20470 -0.64511 -4.38957 0.29 -0.39 0.93
N 1.42333 0.45820 -4.49581 -0.74 0.81 -0.97
H 0.12529 1.93355 0.81514 -0.34 0.41 -0.25
H 1.24877 1.01547 -0.14502 0.00 0.07 0.04
H -0.46597 0.64718 -0.32418 -0.30 0.26 -0.07
H -0.00762 2.49611 -3.71923 -0.25 0.19 0.27
H 1.74839 -3.34663 -2.77350 -0.07 -0.51 0.09
H 2.64889 -1.50242 -0.36600 0.20 -0.06 0.49
H 4.82092 -2.86890 -3.48587 0.24 -0.17 0.19
H 2.53327 -1.23716 -5.13702 -0.23 0.28 -0.35
H 1.07874 0.83056 -5.36841 0.13 -0.26 -0.18
O -3.21967 -0.15218 -1.62416 -0.19 -1.83 2.45
P -4.60386 -0.61129 -1.89858 -1.57 3.18 -4.95
O -4.52529 -1.43709 -3.30067 0.00 -0.09 0.59
C -3.54773 -2.46678 -3.44404 0.24 -0.27 -0.04
C -3.90916 -3.72144 -2.66820 -0.13 0.01 -0.05
O -5.32449 0.77054 -2.39131 0.02 -0.38 0.29
C -4.78458 2.04854 -2.04481 0.19 0.15 -0.12
C -3.97618 2.61582 -3.18931 0.00 0.18 -0.28
O -5.95160 -1.21301 -1.31707 1.79 -0.77 1.79
C -7.14579 -1.31609 -2.12763 -0.74 -0.27 -0.19
C -7.38911 -2.73839 -2.58140 0.32 -0.14 -0.14
H -2.56609 -2.09773 -3.13323 -0.07 0.12 0.08
H -3.48645 -2.69305 -4.50897 -0.11 0.10 -0.02
H -4.13216 -3.49248 -1.62362 0.12 -0.01 0.02
H -3.09013 -4.44072 -2.70173 0.02 0.03 0.02
H -4.79328 -4.19666 -3.09079 0.00 0.00 0.01
H -4.18196 1.98061 -1.14057 0.07 -0.09 -0.04
H -5.62699 2.70340 -1.82028 -0.09 -0.11 -0.05
H -3.28471 1.87150 -3.58800 0.07 -0.05 0.18
H -3.40896 3.48657 -2.85966 0.00 -0.01 0.01
H -4.62378 2.92109 -4.01296 -0.05 -0.02 0.03
H -7.11622 -0.63791 -2.97552 0.27 0.10 0.07
H -7.96182 -0.99445 -1.48207 0.17 0.08 0.16
H -6.76329 -2.99126 -3.43627 0.03 0.04 0.01
H -8.42737 -2.86093 -2.89064 -0.02 0.06 0.08
H -7.16626 -3.44874 -1.78539 -0.15 0.04 0.07
O 2.13798 0.25757 3.10382 -1.27 3.22 -1.01
P 2.75431 0.99817 4.24289 3.27 -5.17 3.43
O 4.32064 0.51716 4.10993 -0.28 0.40 -0.10
C 4.98461 0.63957 2.85401 0.10 -0.03 -0.25
C 5.34858 2.07872 2.52676 0.03 0.00 0.12
O 2.25283 0.11944 5.51828 -0.32 0.62 -0.20
C 1.04761 -0.65283 5.46683 -0.03 -0.38 -0.06
C 1.35575 -2.11246 5.20020 0.11 -0.10 0.11
O 3.07831 2.28260 5.13405 -1.63 1.18 -2.20
C 3.95054 2.20677 6.28693 0.45 0.25 0.61
C 5.31505 2.79092 5.99844 0.14 -0.13 -0.32
H 4.36587 0.21493 2.05972 -0.08 -0.02 0.08
H 5.88777 0.03254 2.91781 -0.03 -0.03 0.11
H 4.48117 2.73836 2.61203 -0.01 -0.02 -0.11
H 5.74505 2.15050 1.51302 -0.03 -0.02 -0.01
H 6.10675 2.45351 3.21245 0.00 0.02 -0.01
H 0.36284 -0.25268 4.72001 0.11 0.02 -0.10
H 0.56137 -0.54637 6.43699 0.11 0.09 0.04
H 2.05089 -2.22763 4.36922 -0.10 0.11 -0.11
H 0.44161 -2.66411 4.97613 0.00 0.01 0.02
H 1.82247 -2.56720 6.07470 -0.01 0.00 0.00
H 4.03521 1.19027 6.65987 -0.16 -0.10 -0.22
H 3.45858 2.79748 7.05894 -0.20 0.01 -0.15
H 5.93992 2.08242 5.45800 -0.04 -0.03 0.00
H 5.82525 3.02897 6.93240 -0.11 0.04 0.04
H 5.23636 3.69382 5.39284 -0.05 0.09 0.14
```
Forces are in eV/Å.

Löwdin atomic charge list, values in e, 5 entries: atom 1 (C): -0.1167, atom 2 (S): 0.6276, atom 3 (O): -0.2539, atom 4 (O): -0.2735, atom 5 (N): 0.0488


3.
Molecular formula: C28H30N3
Method: DFT, ωB97M-V/def2-TZVPD

* Kohn-Sham gap: 6.27 eV
* E_LUMO: -0.1610 hartree
* charge: +1

```
61
Properties=species:S:1:pos:R:3:forces:R:3
C 2.65365 -1.24531 2.99722 -0.11 -0.22 0.47
C 3.04100 -0.52938 1.70777 0.16 0.56 0.04
C 4.54302 -0.20950 1.74491 0.16 -0.13 0.02
C 2.74654 -1.35307 0.45780 -0.08 -0.21 -0.43
C 2.22612 0.74948 1.64779 1.26 -0.06 -0.09
N 2.81257 1.95385 1.69781 -0.11 -1.01 0.07
C 1.87316 2.97316 1.61129 -0.74 0.50 -0.11
C 0.60471 2.38262 1.50825 0.14 0.42 0.11
C -0.48443 3.23264 1.32870 -0.03 0.40 0.12
C -0.28613 4.62527 1.35128 0.31 -0.31 -0.13
C 1.00608 5.18436 1.44131 -0.14 -0.62 0.14
C 2.11340 4.33708 1.57031 -0.16 0.15 -0.06
C 0.81018 0.91483 1.55666 -1.04 0.14 -0.19
C -0.14211 -0.09366 1.46014 1.14 0.73 0.17
C -1.55555 0.10166 1.59799 -1.31 -0.01 0.00
C -2.10484 0.88897 2.63615 0.35 0.12 -0.13
C -3.46711 1.11043 2.71958 0.01 -0.10 -0.17
C -4.33188 0.56646 1.75853 0.21 -0.01 0.06
C -5.79351 0.88674 1.78836 -0.37 -0.05 -0.06
C -3.80975 -0.27386 0.76940 -0.01 -0.03 0.06
C -2.45022 -0.53140 0.69909 0.44 0.20 0.37
H 1.58080 -1.46514 3.03010 0.26 -0.04 0.05
H 3.20982 -2.18443 3.10394 -0.10 0.18 -0.09
H 2.89919 -0.60819 3.85899 -0.11 -0.22 -0.13
H 4.87185 0.31846 0.83882 -0.07 -0.10 0.19
H 4.82283 0.37406 2.63379 -0.06 -0.12 -0.18
H 5.10470 -1.15353 1.79278 -0.17 0.29 -0.01
H 3.00129 -0.76949 -0.43813 -0.04 -0.22 0.15
H 3.34395 -2.27494 0.45178 -0.10 0.27 0.07
H 1.69503 -1.63263 0.36643 0.28 -0.02 -0.09
H 3.80829 2.13513 1.80849 -0.36 -0.37 -0.09
H -1.47124 2.80575 1.18231 0.08 0.29 0.11
H -1.15158 5.28831 1.29854 0.28 -0.23 -0.14
H 1.13804 6.26571 1.40548 -0.03 -0.33 0.07
H 3.14099 4.69593 1.63193 -0.32 0.13 -0.03
H 0.19600 -1.10855 1.27946 -0.08 0.14 -0.11
H -1.43330 1.32659 3.37616 -0.17 -0.09 -0.17
H -3.88532 1.72455 3.51892 0.20 -0.18 -0.17
H -6.32580 0.28634 1.03909 0.04 0.22 0.26
H -6.23241 0.69256 2.77761 0.14 0.04 -0.27
H -5.96232 1.94973 1.55945 0.06 -0.28 0.05
H -4.49813 -0.73899 0.06144 0.28 0.14 0.12
H -2.03111 -1.16677 -0.07314 -0.10 0.05 -0.03
C 1.28368 -0.81745 -5.33283 0.07 0.12 0.07
N 0.65115 -1.17660 -4.06956 0.02 0.04 0.03
C 0.79962 -0.63110 -2.81890 -1.42 -1.60 0.07
N 0.02863 -1.25976 -1.92228 0.87 0.94 -0.01
C -0.65453 -2.25445 -2.60796 0.41 0.24 -0.97
C -0.27274 -2.21176 -3.96142 0.39 0.59 0.38
C -0.76502 -3.05581 -4.93513 -0.43 -0.56 -0.17
C -1.70698 -4.01149 -4.53344 0.52 0.56 -0.16
C -2.11564 -4.07885 -3.18986 0.16 0.30 0.53
C -1.59539 -3.21042 -2.21750 -0.03 -0.10 -0.20
H 0.89021 -1.50721 -6.07983 0.23 0.26 -0.01
H 1.04230 0.20466 -5.64130 -0.04 -0.16 0.14
H 2.37219 -0.92674 -5.29666 -0.19 -0.04 0.10
H 1.46842 0.21040 -2.64472 -0.27 -0.29 0.09
H -0.40558 -2.94145 -5.95837 -0.37 -0.38 0.20
H -2.11642 -4.69766 -5.27238 0.05 0.14 0.24
H -2.85368 -4.82902 -2.90223 0.23 0.24 -0.03
H -1.87672 -3.23710 -1.17018 -0.21 -0.30 -0.12
```
Forces are in eV/Å.

natural (NBO) atomic charge list, values in e, 5 entries: atom 1 (C): -0.5929, atom 2 (C): -0.1444, atom 3 (C): -0.6195, atom 4 (C): -0.5963, atom 5 (C): 0.5179


4.
Molecular formula: C4H10N3
Method: DFT, ωB97M-V/def2-TZVPD

* Kohn-Sham gap (spin up / spin down): 7.87 / 7.86 eV
* E_LUMO (spin up / spin down): -0.1668 / -0.1668 hartree
* charge: +1

```
17
Properties=species:S:1:pos:R:3:forces:R:3
C -0.88624 2.46863 -1.41934 -0.19 -0.87 3.26
C -0.49617 1.22768 -1.63542 1.32 -3.33 0.41
C -0.35871 -1.79529 0.55014 1.37 -1.67 0.66
C -0.59258 0.17515 -0.57095 0.82 2.12 0.48
N -0.29911 -1.11864 -0.57460 -0.12 2.82 -2.22
N 1.18219 0.32097 1.25674 -1.58 -0.08 0.55
N 1.05857 -0.94213 1.73366 0.66 1.95 -2.95
H -0.74338 3.09281 -2.24564 -0.13 1.67 -0.51
H -1.16631 2.71093 -0.30730 0.06 0.15 -2.67
H 0.08588 0.90444 -2.51878 -0.82 0.39 0.11
H -1.09264 -1.53439 1.23239 -1.41 0.65 0.94
H -0.22641 -2.82934 0.44363 0.46 -1.33 0.06
H -1.03998 0.47341 0.34083 -0.74 0.45 0.55
H 0.16692 -1.35485 -1.43508 0.33 -1.26 0.07
H 2.05736 0.58202 0.84557 0.78 -0.82 -0.49
H 0.46766 -0.84083 2.51010 -0.53 -0.78 1.55
H 1.88297 -1.54056 1.79404 -0.28 -0.06 0.19
```
Forces are in eV/Å.

natural (NBO) atomic charge list, values in e, 5 entries: atom 1 (C): -0.2477, atom 2 (C): -0.3005, atom 3 (C): -0.1248, atom 4 (C): 0.1769, atom 5 (N): -0.4675